Model w:
DFT (ωB97M-V with the def2-TZVPD basis set) results for an isolated molecule of C4H7F3N2.

Summary:
net charge: 0
LUMO (spin up / spin down): 0.12 / -0.40 eV
spin multiplicity: 1

```
16
Properties=species:S:1:pos:R:3:mulliken_charge:R:1
C -0.775 -0.690 0.265 -1.060
C 0.103 0.495 0.417 0.245
C 0.981 0.584 -0.788 -0.372
C -0.354 -1.902 0.833 1.149
N -0.594 1.739 0.659 -0.618
N 0.497 1.162 -1.894 -0.339
F 0.852 -2.432 0.509 -0.292
F -0.463 -1.871 2.180 -0.271
F -1.188 -2.870 0.469 -0.319
H -1.350 -0.797 -0.681 0.218
H 0.882 0.198 1.080 0.195
H 1.848 -0.051 -0.660 0.372
H 0.045 2.600 0.536 0.272
H -0.956 1.563 1.628 0.286
H 0.918 0.880 -2.738 0.242
H -0.443 1.393 -1.815 0.292
```

=====

Model x:
DFT (ωB97M-V with the def2-TZVPD basis set) results for an isolated molecule of C4H7F3N2.

Summary:
net charge: 0
LUMO: 0.77 eV
spin multiplicity: 1
SMILES string: N[C@@H]1[C@H](N)[C@H]1C(F)(F)F

```
16
Properties=species:S:1:pos:R:3:mulliken_charge:R:1
N -1.340 1.743 0.172 -0.574
C -0.485 0.848 -0.483 -0.120
C -0.446 -0.639 -0.466 -0.390
N -1.455 -1.528 0.058 -0.657
C 0.542 0.171 0.384 -0.247
C 2.006 0.033 0.056 0.702
F 2.497 -1.141 0.606 -0.278
F 2.296 -0.037 -1.245 -0.268
F 2.804 0.997 0.566 -0.272
H -2.159 1.980 -0.487 0.286
H -1.702 1.127 1.010 0.311
H -0.130 1.316 -1.489 0.296
H -0.053 -1.077 -1.289 0.490
H -0.999 -2.455 0.080 0.277
H -1.871 -1.455 1.000 0.268
H 0.496 0.118 1.528 0.176
```

=====

Result of the stability comparison: model w is the least stable of them.

=====

Model w:
DFT (ωB97M-V with the def2-TZVPD basis set) results for a cluster of 2 separate species, C2H3O3S2 in total.

Summary:
net charge: -1
LUMO: 3.20 eV
spin multiplicity: 1

```
10
Properties=species:S:1:pos:R:3:mulliken_charge:R:1
C 2.778 -0.293 0.216 0.221
C 1.683 0.270 -0.123 -0.392
O -2.334 -1.472 0.891 -0.533
O -0.725 -0.831 -0.978 -0.684
O 0.011 -2.502 0.606 -0.550
S 4.150 -0.976 0.583 -0.419
S -1.109 -2.089 -0.242 0.533
H 0.790 -0.324 -0.453 0.298
H -2.099 -0.558 1.059 0.280
H 1.486 1.326 -0.103 0.245
```

=====

Model x:
DFT (ωB97M-V with the def2-TZVPD basis set) results for a structure of composition C2H3O3S2.

Summary:
net charge: -1
LUMO: 2.95 eV
spin multiplicity: 1

```
10
Properties=species:S:1:pos:R:3:mulliken_charge:R:1
C 2.316 1.002 0.043 0.437
C 0.766 0.862 0.244 0.056
O 2.692 0.350 -0.932 -0.708
O 2.769 1.715 0.894 -0.634
O 0.259 -0.869 -0.284 -0.653
S -2.173 1.426 0.058 -0.285
S -0.216 1.898 -0.730 -0.064
H 0.447 0.920 1.249 0.352
H 1.249 -0.937 -0.475 0.328
H -2.168 0.173 -0.235 0.171
```

=====

Result of the stability comparison: model w is the least stable of them.

=====

Model w:
DFT (ωB97M-V with the def2-TZVPD basis set) results for an isolated molecule of CCl2O2S.

Summary:
net charge: 0
LUMO (spin up / spin down): -2.91 / -2.91 eV
spin multiplicity: 1
SMILES string: O=S(=O)=C(Cl)Cl

```
6
Properties=species:S:1:pos:R:3:mulliken_charge:R:1
O -1.599 1.007 -0.262 -0.424
S -0.508 0.769 0.623 0.778
O 0.297 1.818 1.129 -0.391
C 0.560 -0.526 -0.701 0.158
Cl 1.664 -1.523 0.724 -0.202
Cl -0.414 -1.546 -1.514 0.081
```

=====

Model x:
DFT (ωB97M-V with the def2-TZVPD basis set) results for a cluster of 2 separate species, CCl2O2S in total.

Summary:
net charge: 0
LUMO (spin up / spin down): -1.50 / -1.49 eV
spin multiplicity: 1
SMILES string: O=C(Cl)Cl.O=S

```
6
Properties=species:S:1:pos:R:3:mulliken_charge:R:1
O -0.949 0.913 0.365 -0.353
C -1.295 -0.188 0.664 0.550
Cl -0.243 -1.569 0.375 -0.114
Cl -2.772 -0.631 1.339 -0.084
O 2.297 0.232 -1.805 -0.281
S 2.963 1.243 -0.938 0.282
```

=====

Result of the stability comparison: model w is the least stable of them.

=====

Model w:
DFT (ωB97M-V with the def2-TZVPD basis set) results for a cluster of 2 separate species, C5H12OS in total.

Summary:
net charge: 0
LUMO: 0.80 eV
spin multiplicity: 1

```
19
Properties=species:S:1:pos:R:3:mulliken_charge:R:1
C -2.768 -0.780 1.721 -0.899
C 2.252 1.575 -2.803 -0.972
C 1.295 -0.684 -2.968 -0.868
C -0.501 0.121 3.175 -0.962
C 1.285 0.536 -2.353 0.158
O -0.747 -2.434 2.193 -0.620
S -0.923 -1.023 1.760 0.547
H -3.110 -0.968 2.869 0.253
H -3.067 0.242 1.518 0.343
H 1.941 2.629 -2.587 0.292
H 3.131 1.651 -2.169 0.257
H 2.648 1.392 -3.781 0.280
H 1.731 -0.632 -3.933 0.269
H -3.178 -1.492 1.119 0.338
H 0.563 -1.432 -2.835 0.309
H 0.528 0.006 3.507 0.327
H -0.797 1.107 2.964 0.344
H -1.036 -0.330 4.003 0.320
H 0.754 0.517 -1.399 0.283
```

=====

Model x:
DFT (ωB97M-V with the def2-TZVPD basis set) results for a cluster of 2 separate species, C5H12OS in total.

Summary:
net charge: 0
LUMO (spin up / spin down): 0.46 / -0.02 eV
spin multiplicity: 1

```
19
Properties=species:S:1:pos:R:3:mulliken_charge:R:1
C 0.459 -1.492 0.597 -2.037
C 0.241 -0.388 -1.485 -1.638
C 1.276 0.894 0.444 -1.516
C -1.150 0.425 0.365 -0.177
C 0.222 -0.136 -0.001 1.761
O -1.440 1.680 0.015 -0.341
S -2.706 -0.502 0.192 -0.226
H 0.241 -1.516 1.618 0.478
H 1.519 -1.642 0.579 0.477
H 0.035 -2.358 0.059 0.394
H 0.238 0.510 -2.214 0.303
H -0.534 -0.995 -1.884 0.446
H 1.235 -0.761 -1.845 0.411
H 1.568 0.736 1.437 0.482
H 2.231 0.471 -0.155 0.307
H 0.998 1.904 0.210 0.458
H -0.545 0.569 2.567 0.014
H -0.509 2.101 -0.033 0.236
H -3.379 0.500 -0.464 0.168
```

=====

Result of the stability comparison: model x is the least stable of them.

=====

Model w:
DFT (ωB97M-V with the def2-TZVPD basis set) results for an isolated molecule of C5H15NSi.

Summary:
net charge: 0
LUMO: 0.91 eV
spin multiplicity: 1
SMILES string: CN[Si@H](C)C(C)C

```
22
Properties=species:S:1:pos:R:3:mulliken_charge:R:1
C -0.006 -2.094 -2.025 -0.907
N -0.298 -1.318 -0.806 -0.133
Si 0.862 -0.420 0.021 0.237
C 1.290 -1.274 1.620 -0.896
C -0.036 1.427 0.628 0.318
C -1.464 1.306 1.012 -1.265
C 0.093 2.359 -0.524 -1.329
H 1.031 -2.550 -1.879 0.280
H -0.701 -2.914 -2.197 0.314
H -0.300 -1.347 -2.740 0.313
H -1.070 -1.665 -0.213 0.280
H 1.719 0.088 -0.997 -0.183
H 0.400 -1.967 1.813 0.269
H 2.241 -2.004 1.581 0.267
H 1.323 -0.606 2.511 0.297
H 0.578 1.624 1.517 0.302
H -1.923 0.744 0.108 0.238
H -1.825 0.639 1.910 0.240
H -2.096 2.155 1.196 0.407
H -0.471 1.864 -1.403 0.248
H 1.065 2.609 -0.930 0.353
H -0.414 3.345 -0.203 0.348
```

=====

Model x:
DFT (ωB97M-V with the def2-TZVPD basis set) results for a cluster of 2 separate species, C5H15NSi in total.

Summary:
net charge: 0
LUMO: 1.00 eV
spin multiplicity: 1
SMILES string: C[SiH](C)N.C=CC

```
22
Properties=species:S:1:pos:R:3:mulliken_charge:R:1
C 3.243 1.365 -0.547 -1.062
Si 1.882 0.440 0.446 0.401
C 1.330 -1.039 -0.713 -1.044
N 0.425 1.318 0.589 -0.346
H 3.488 0.773 -1.435 0.299
H 2.977 2.335 -0.895 0.347
H 4.167 1.332 0.050 0.279
H 2.394 0.150 1.700 -0.162
H 2.284 -1.617 -0.938 0.324
H 0.770 -1.860 -0.154 0.275
H 0.727 -0.673 -1.593 0.264
H -0.499 1.015 0.241 0.217
H 0.548 2.362 0.782 0.211
C -3.160 -0.666 -0.972 -0.598
C -3.019 -0.214 0.285 -0.088
C -2.179 -0.900 1.282 -0.718
H -2.769 -1.672 -1.467 0.200
H -3.524 0.007 -1.738 0.259
H -3.371 0.827 0.396 0.322
H -1.280 -1.387 0.827 -0.015
H -2.572 -1.787 1.841 0.351
H -1.861 -0.108 2.014 0.285
```

=====

Result of the stability comparison: model w is the least stable of them.

=====

Model w:
DFT (ωB97M-V with the def2-TZVPD basis set) results for a cluster of 3 separate species, CH6N2OSSi in total.

Summary:
net charge: 0
LUMO: 0.65 eV
spin multiplicity: 1

```
12
Properties=species:S:1:pos:R:3:mulliken_charge:R:1
C -1.238 0.516 0.172 0.840
N -2.483 0.659 -0.297 -0.465
N -0.605 1.310 1.020 -0.690
O -0.454 -0.396 -0.316 -0.478
Si 0.727 0.286 0.975 0.425
S 2.548 0.721 0.003 -0.255
H -2.948 1.643 -0.195 0.292
H -2.580 -0.059 -1.079 0.275
H 1.943 -3.189 -0.527 0.157
H 1.038 -0.703 1.959 -0.091
H 1.979 -2.348 -0.942 -0.145
H 2.072 1.560 -0.772 0.136
```

=====

Model x:
DFT (ωB97M-V with the def2-TZVPD basis set) results for a structure of composition CH6N2OSSi.

Summary:
net charge: 0
LUMO: 0.51 eV
spin multiplicity: 1

```
12
Properties=species:S:1:pos:R:3:mulliken_charge:R:1
C -1.200 0.096 -0.073 0.651
N -2.273 0.850 0.301 -0.402
N 0.020 0.579 0.112 -0.112
O -1.420 -1.016 -0.493 -0.572
Si 1.051 -0.700 -0.380 0.276
S 3.300 0.279 -0.159 -0.435
H -2.394 1.812 0.364 0.181
H -2.995 0.241 0.209 0.208
H 0.094 1.524 0.438 0.227
H 0.830 -1.237 -1.771 -0.049
H 1.327 -1.856 0.654 -0.082
H 3.662 -0.572 0.798 0.111
```

=====

Result of the stability comparison: model w is the least stable of them.